Entry 1:
22
Properties=species:S:1:pos:R:3:lowdin_charge:R:1 method="wB97M-V/def2-TZVPD" gap_ha="0.288 / 0.346" lumo_ev="-0.704 / 0.074" homo_energy_ev="-8.53 / -9.33" relative_energy_kj_mol=455.1
C 0.2339 0.5789 0.2235 -0.41
C 0.9837 -1.9265 0.4101 -0.08
C 1.1902 1.1076 1.2788 -0.07
C -0.2245 1.6582 -0.7422 -0.10
C 0.6828 -0.7736 -0.5395 -0.53
N 1.6241 -0.4075 -1.4457 0.14
H -0.6818 0.1064 0.6629 0.08
H 2.5109 -0.8864 -1.2641 0.05
H 1.8574 -1.7208 1.0323 0.07
H 0.1256 -2.1323 1.0499 0.06
H 1.1979 -2.8294 -0.1647 0.07
H 0.6209 2.1640 -1.2054 0.07
H 0.6744 1.8684 1.8708 0.08
H 1.5098 0.3308 1.9733 0.07
H 2.0688 1.5736 0.8319 0.08
H -0.8304 2.3922 -0.2026 0.08
H -0.8337 1.2431 -1.5453 0.06
C -3.0747 -0.3235 -0.2988 -0.13
N -2.1143 -1.0480 0.0006 0.11
H -0.3892 -0.9927 -1.0319 0.13
H -3.0222 0.6324 -0.8472 0.08
H -4.1093 -0.6148 -0.0464 0.08


Entry 2:
10
Properties=species:S:1:pos:R:3:lowdin_charge:R:1 method="wB97M-V/def2-TZVPD" gap_ha=0.361 lumo_ev=-0.622 homo_energy_ev=-10.44 relative_energy_kj_mol=143.7 smiles="O=CNC(=O)C=O"
O 2.4046 1.2390 0.5632 0.11
C 1.7633 0.5531 -0.1762 -0.27
N 0.3309 0.5996 -0.2702 0.11
C -0.2934 -0.5328 0.1824 -0.44
O 0.3286 -1.4710 0.6305 0.11
C -1.8215 -0.5442 0.1185 -0.16
O -2.4238 -1.5294 0.4434 0.11
H 2.1949 -0.1808 -0.8725 0.14
H -0.1555 1.4756 -0.4131 0.15
H -2.3283 0.3909 -0.2059 0.12


Entry 3:
111
Properties=species:S:1:pos:R:3:lowdin_charge:R:1 method="wB97M-V/def2-TZVPD" gap_ha=0.162 lumo_ev=-5.864 homo_energy_ev=-10.26 relative_energy_kj_mol=48.4 total_charge=+1
C 5.1049 -35.0341 -55.4320 0.02
C 4.7978 -33.8380 -54.5795 -0.44
C 6.1633 -33.4483 -54.0481 -0.11
C 6.1893 -31.9804 -53.4448 -0.12
C 5.7571 -31.0150 -54.5824 -0.17
C 4.5051 -31.3132 -55.1227 -0.45
N 4.1742 -32.7718 -55.4078 0.11
O 3.0124 -33.0704 -55.9469 0.12
C 4.4498 -30.7005 -56.5686 0.02
C 3.2701 -30.7850 -54.3538 0.05
C 3.9716 -34.2149 -53.3322 0.05
H 4.2104 -35.2960 -56.0310 0.09
H 5.4053 -35.7488 -54.9118 0.02
H 5.6733 -34.6784 -56.2743 0.09
H 7.0245 -33.6958 -54.8236 0.14
H 6.4980 -34.0584 -53.1531 0.13
H 7.2012 -31.6608 -53.0624 0.11
H 5.5508 -32.0325 -52.5895 0.07
H 6.6111 -30.9920 -55.2643 0.11
H 5.9610 -29.9402 -54.4585 0.14
H 5.1064 -31.2919 -57.2596 0.09
H 4.7249 -29.5429 -56.3718 0.15
H 3.5469 -30.6329 -56.9841 0.02
H 3.1626 -31.1338 -53.3358 0.10
H 2.5613 -31.3146 -54.8485 0.02
H 3.2886 -29.6612 -54.5000 0.12
H 4.0817 -33.4855 -52.5957 0.06
H 4.5046 -34.9753 -52.8478 0.07
H 2.9933 -34.2623 -53.6535 0.07
N 9.5782 -33.8479 -56.0959 -0.04
C 9.0985 -33.0367 -57.0754 -0.18
C 8.8677 -31.7327 -56.5736 -0.07
C 9.2787 -31.8614 -55.0985 -0.04
C 9.7563 -33.2310 -54.8954 -0.09
H 9.8314 -34.8502 -56.2839 0.18
H 8.8788 -33.4013 -58.1388 0.13
H 8.4613 -30.7173 -57.0591 0.13
H 9.2943 -31.2866 -54.3945 -0.03
H 10.1068 -33.5155 -53.9754 0.08
N 4.5022 -31.6548 -59.8830 -0.02
C 5.5895 -32.4147 -59.6882 -0.10
C 5.1637 -33.6993 -58.9394 -0.01
C 3.6363 -33.6124 -58.8475 -0.01
C 3.3980 -32.3079 -59.5487 -0.13
H 4.5661 -30.8046 -60.4049 0.16
H 6.7194 -32.1717 -59.9120 0.14
H 5.6015 -34.4155 -58.5688 -0.04
H 2.9655 -34.3509 -58.5942 0.04
H 2.4496 -31.9295 -59.7886 0.09
N 6.1150 -32.8908 -47.0716 0.00
C 4.9954 -32.2046 -47.4987 -0.16
C 4.7867 -32.4111 -48.8339 -0.13
C 5.7104 -33.4734 -49.2765 -0.09
C 6.6107 -33.6713 -48.1498 -0.12
H 6.4640 -32.8918 -46.1093 0.15
H 4.6592 -31.2708 -46.9525 0.13
H 4.0313 -31.9991 -49.3944 0.06
H 5.6261 -34.0985 -50.3734 0.13
H 7.3374 -34.3954 -48.0654 0.05
N 5.8762 -36.8109 -49.2510 -0.08
C 7.1119 -37.4245 -49.1399 -0.12
C 7.5286 -37.5901 -50.5591 -0.10
C 6.4594 -37.1157 -51.5648 -0.03
C 5.3306 -36.6352 -50.5678 -0.12
H 5.4627 -36.3591 -48.3437 0.18
H 7.4927 -37.7716 -48.2461 0.07
H 8.5383 -38.0865 -50.7397 0.09
H 6.5872 -36.8535 -52.5506 0.02
H 4.1419 -36.3618 -50.6372 0.14
C 0.3184 -27.3797 -52.3229 0.06
N 1.6080 -26.7759 -52.6081 -0.37
O 1.8321 -25.5913 -52.2079 0.06
O 2.3176 -27.2862 -53.4567 0.04
H -0.4158 -26.5295 -52.4187 0.15
H 0.2555 -27.9976 -51.4875 0.10
H 0.0171 -27.9689 -53.0028 0.02
C 10.2008 -34.9842 -49.5804 0.05
N 9.5425 -33.8961 -50.3682 -0.41
O 10.0512 -32.7792 -50.3443 0.06
O 8.7408 -34.2412 -51.1949 0.05
H 10.2283 -34.8192 -48.5750 0.06
H 11.1519 -35.3549 -49.7324 0.08
H 9.5477 -35.8905 -49.6702 0.09
C 0.2230 -36.4706 -54.9343 0.08
N 1.5111 -36.4378 -55.7268 -0.45
O 1.5939 -35.7082 -56.6968 0.04
O 2.2324 -37.3182 -55.4121 0.10
H -0.3946 -37.2681 -55.2610 0.10
H -0.1540 -35.5546 -55.4312 0.10
H 0.3578 -36.2141 -53.9706 0.05
C 5.1495 -27.0130 -53.3163 0.02
N 5.1951 -26.3856 -54.6865 -0.50
O 5.3943 -27.1448 -55.6189 0.03
O 5.3611 -25.2667 -54.6442 0.14
H 6.1397 -26.8359 -52.9563 0.09
H 4.7900 -28.1612 -53.1264 0.13
H 4.5020 -26.2027 -52.9856 0.07
C 7.8541 -30.1887 -49.7867 0.07
N 7.2477 -29.7930 -51.1050 -0.39
O 6.0015 -29.8167 -51.1410 0.02
O 8.0290 -29.6455 -52.0625 0.04
H 8.8902 -29.9383 -49.9373 0.09
H 7.7180 -31.1752 -49.5950 0.03
H 7.2047 -29.5138 -49.1130 0.14
C -0.0464 -31.4448 -56.6338 0.11
N -1.0806 -31.5307 -57.8826 -0.47
O -0.7706 -32.3013 -58.6400 0.13
O -1.9569 -30.7012 -57.8852 0.08
H 0.4069 -32.3288 -56.4089 0.04
H -0.4998 -30.9918 -55.9120 0.01
H 0.6450 -30.7509 -57.1039 0.10


Entry 4:
11
Properties=species:S:1:pos:R:3:lowdin_charge:R:1 method="wB97M-V/def2-TZVPD" gap_ha=0.385 lumo_ev=0.948 homo_energy_ev=-9.54 relative_energy_kj_mol=326.7 smiles=N[C@@H]1O[C@]12CO2
N -1.7160 -0.2075 0.5792 0.09
C -0.8258 0.3499 -0.3272 -0.18
O -0.1798 -0.7013 -1.3400 0.07
C 0.5506 0.0030 -0.4367 -0.59
C 1.7456 -0.0665 0.3611 -0.01
O 1.5915 0.8596 -0.7456 0.04
H -1.6003 -1.2127 0.6212 0.10
H -2.6810 0.0541 0.4248 0.09
H -1.0918 1.3486 -0.6840 0.16
H 1.7155 0.4094 1.3413 0.12
H 2.4916 -0.8366 0.2061 0.11


Entry 5:
15
Properties=species:S:1:pos:R:3:lowdin_charge:R:1 method="wB97M-V/def2-TZVPD" gap_ha="0.222 / 0.258" lumo_ev="-1.332 / -0.642" homo_energy_ev="-7.38 / -7.66"
C 0.5926 -1.1437 1.8670 -0.19
C 0.3118 0.1069 2.4537 -0.62
C 1.0175 -1.1482 0.6155 -0.17
C -0.1853 1.2965 1.8148 -0.49
C -1.4484 0.9525 0.8113 -0.11
C -1.2191 -0.1232 -0.0513 -0.71
O 1.4875 -0.9413 -0.4517 0.17
O -0.0429 2.4791 1.9807 0.07
O -0.6705 0.1836 -1.1868 0.01
I 0.1866 0.2410 4.5855 0.87
I -2.1494 -2.1753 0.0143 0.78
H 0.3897 -1.9321 2.4410 0.06
H -2.2296 0.9165 1.6142 0.15
H -1.5139 1.8647 0.2133 0.14
H -0.2429 -0.5305 -1.5932 0.06


Entry 6:
19
Properties=species:S:1:pos:R:3:lowdin_charge:R:1 method="wB97M-V/def2-TZVPD" gap_ha="0.151 / 0.396" lumo_ev="0.605 / 0.456" homo_energy_ev="-3.50 / -10.32" relative_energy_kj_mol=211.6 spin_multiplicity=2
N -1.0651 0.1046 -1.8099 0.12
C -0.0908 -0.1095 -0.6827 -0.31
C 1.3258 0.3552 -1.0167 -0.21
O 1.4089 1.7895 -1.0807 -0.06
C -0.6525 0.6078 0.5410 -0.51
N -0.3721 0.0496 1.7595 0.03
C -0.0061 -1.3215 2.0195 -0.10
O -1.1134 1.7278 0.4265 0.05
H -1.7016 -0.7179 -1.9502 0.01
H -0.6425 0.2166 -2.7659 0.07
H -1.5931 0.9383 -1.4926 0.10
H -0.0710 -1.1597 -0.4144 0.08
H 2.0299 -0.0349 -0.2742 0.13
H 1.6000 0.0608 -2.0027 0.10
H 1.5983 2.1297 -0.1941 0.09
H -0.9404 0.4820 2.4668 0.14
H -0.8750 -1.9730 2.1188 0.08
H 0.4424 -1.3740 3.0002 0.08
H 0.7184 -1.7715 1.3519 0.08


Entry 7:
111
Properties=species:S:1:pos:R:3:lowdin_charge:R:1 method="wB97M-V/def2-TZVPD" gap_ha="0.077 / 0.231" lumo_ev="2.894 / 2.896" homo_energy_ev="0.81 / -3.38" total_charge=-2 spin_multiplicity=2
O 19.9820 -10.1855 -13.8965 -0.01
C 20.5086 -10.7567 -12.9575 -0.50
O 19.8718 -11.1841 -11.9124 0.15
B 20.8131 -11.7756 -10.9321 -0.92
O 22.1491 -11.6413 -11.6082 0.14
C 22.0064 -10.9990 -12.7496 -0.49
O 22.9835 -10.6324 -13.4197 -0.04
O 20.3310 -13.0775 -10.5286 0.22
C 20.2283 -13.1797 -9.1917 -0.32
O 19.8847 -14.1778 -8.5762 0.07
C 20.6711 -11.7406 -8.6384 -0.32
O 20.8435 -10.9694 -9.7154 0.20
O 20.7927 -11.3542 -7.4481 0.05
Cl 15.9655 -13.2729 -13.9682 0.52
C 17.0322 -11.9883 -13.2376 -0.58
C 16.2989 -11.1621 -12.1744 -0.63
Cl 14.7982 -10.5227 -12.8316 0.60
H 17.3752 -11.2279 -13.9392 0.05
H 17.8566 -12.5248 -12.7678 0.06
H 16.8329 -10.2599 -11.8762 0.05
H 16.1224 -11.7327 -11.2626 0.07
C 21.6278 -7.6814 -14.8008 0.06
N 20.5261 -6.7645 -15.3386 -0.40
O 20.1653 -5.8459 -14.6442 0.04
O 20.1245 -6.9723 -16.4899 0.03
H 21.8844 -8.4433 -15.5368 0.10
H 21.4053 -8.1006 -13.8195 0.07
H 22.4947 -7.0318 -14.6802 0.09
C 17.9371 -12.9475 -6.0648 0.05
N 16.9339 -12.1530 -6.8873 -0.45
O 17.0699 -12.2278 -8.0563 0.10
O 16.0271 -11.5709 -6.3102 0.04
H 17.4372 -13.9141 -6.0028 0.08
H 17.9427 -12.4414 -5.0994 0.09
H 18.9666 -12.9644 -6.4227 0.07
C 20.4021 -16.1701 -12.5501 0.07
N 19.4858 -17.0089 -13.4063 -0.44
O 19.3492 -18.1857 -13.1247 0.04
O 18.8890 -16.4402 -14.2925 0.07
H 21.2058 -15.8320 -13.2042 0.09
H 20.7824 -16.8209 -11.7627 0.08
H 19.9539 -15.3088 -12.0548 0.10
C 18.4355 -16.7928 -7.2804 0.03
N 16.9513 -16.8041 -7.4034 -0.40
O 16.3905 -15.8330 -7.9496 0.05
O 16.3788 -17.8266 -6.9969 0.03
H 18.8442 -17.7213 -6.8818 0.09
H 18.8278 -16.0053 -6.6369 0.09
H 18.8315 -16.6345 -8.2835 0.09
C 24.5248 -11.8326 -8.4481 0.07
N 25.4455 -11.3035 -7.4048 -0.48
O 25.0035 -10.6455 -6.5168 0.07
O 26.6210 -11.5534 -7.4957 0.04
H 24.5267 -11.0808 -9.2373 0.12
H 23.4853 -11.8584 -8.1210 0.08
H 24.9370 -12.7943 -8.7536 0.10
C 22.7990 -16.1254 -9.1194 0.05
N 23.3214 -17.5030 -9.2734 -0.41
O 22.5156 -18.3954 -9.6008 0.03
O 24.4849 -17.7454 -8.9182 0.04
H 21.7731 -16.0604 -9.4819 0.08
H 23.4239 -15.4563 -9.7110 0.10
H 22.8254 -15.8893 -8.0556 0.11
C 14.0299 -11.2564 -16.4376 -0.11
O 14.9040 -10.1895 -16.2210 -0.07
C 16.1820 -10.2388 -16.8296 -0.49
O 16.4457 -10.8294 -17.8865 0.09
O 17.0846 -9.6660 -16.0395 -0.02
C 18.4337 -9.6565 -16.3574 -0.06
H 13.1789 -11.1508 -15.7647 0.08
H 14.5622 -12.1842 -16.2277 0.06
H 13.5432 -11.1596 -17.4080 0.08
H 18.8648 -8.8640 -15.7456 0.06
H 18.6834 -9.4392 -17.3959 0.10
H 18.7859 -10.6199 -15.9888 0.10
C 23.9889 -18.2043 -12.8054 -0.06
O 24.2135 -16.8660 -12.4504 -0.03
C 24.0241 -15.8741 -13.3254 -0.53
O 23.5594 -15.9317 -14.4472 0.11
O 24.5188 -14.6824 -12.7228 -0.06
C 24.6077 -13.4028 -13.4176 -0.03
H 22.9162 -18.3895 -12.8604 0.09
H 24.3470 -18.8882 -12.0360 0.09
H 24.4082 -18.4335 -13.7851 0.10
H 23.6584 -13.2384 -13.9275 0.09
H 25.4298 -13.3616 -14.1322 0.09
H 24.7258 -12.5518 -12.7467 0.08
C 21.1554 -5.1775 -11.7767 -0.07
O 20.1313 -5.7917 -11.0163 -0.04
C 20.1909 -7.1319 -10.7192 -0.60
O 20.9687 -7.8873 -11.2547 0.16
O 19.2276 -7.3204 -9.8740 0.02
C 18.9909 -8.6010 -9.3265 -0.01
H 20.7011 -4.2497 -12.1243 0.09
H 21.4138 -5.7543 -12.6647 0.06
H 22.0374 -4.9740 -11.1692 0.09
H 19.8155 -8.9179 -8.6879 0.10
H 18.8386 -9.3114 -10.1390 0.09
H 18.0547 -8.5583 -8.7699 0.10
C 17.7051 -7.7845 -13.0734 -0.02
O 16.6788 -7.6791 -12.1190 0.02
C 15.6174 -7.0180 -12.4127 -0.63
O 15.4200 -6.4024 -13.4365 0.12
O 14.8233 -6.9877 -11.3018 -0.02
C 13.5572 -6.4012 -11.4295 -0.08
H 18.5361 -7.0820 -13.0097 0.09
H 17.3465 -7.8099 -14.1024 0.09
H 18.0516 -8.8179 -13.0798 0.08
H 13.1309 -6.8007 -12.3496 0.09
H 13.5569 -5.3154 -11.3340 0.09
H 12.8610 -6.7810 -10.6817 0.08


Entry 8:
11
Properties=species:S:1:pos:R:3:lowdin_charge:R:1 method="wB97M-V/def2-TZVPD" gap_ha=0.341 lumo_ev=-4.142 homo_energy_ev=-13.41 relative_energy_kj_mol=67.9 total_charge=+1
N -1.0005 2.1946 0.8533 0.26
H -1.0432 1.7834 1.7762 0.14
H -1.1146 1.4021 0.1941 0.03
H -0.1401 2.7231 0.6325 0.17
H -1.8841 2.7267 0.6861 0.17
C 1.0292 -1.6051 -1.0886 -0.45
S 0.1459 -0.5181 0.0953 0.63
H 0.9654 -2.7084 -0.8888 0.06
H 2.1029 -1.2801 -1.1817 0.05
H 0.7410 -1.1408 -2.1051 0.06
H -1.1335 -0.9489 -0.0793 -0.11


E_tot: -9424.76742 -10791.21108 -76022.18786 -8774.30875 -28625.50276 -11398.19199 -125804.96900 -13484.70589 (eV)